1.
C27H32O16 | ωB97M-V/def2-TZVPD

## Properties
orbital gap = 7.321 eV
HOMO energy = -8.4 eV
LUMO level = -1.13 eV

XYZ file:
```
75
Properties=species:S:1:pos:R:3:forces:R:3
O -1.114 0.951 0.035 0.0 0.3 0.0
C -0.473 0.260 -0.761 0.1 -0.2 -0.2
C 0.898 0.633 -1.103 0.6 0.5 -0.2
C 1.276 2.046 -0.711 -0.5 -0.1 0.4
O 2.484 2.434 -1.350 0.2 -0.3 -0.2
C 3.138 3.500 -0.692 0.5 0.6 0.1
C 4.242 4.050 -1.601 -0.4 -0.4 -0.1
O 4.789 5.228 -1.078 0.2 0.3 0.3
C 3.723 3.035 0.661 -0.4 -0.6 -0.3
O 3.907 4.128 1.521 0.1 0.4 0.3
C 2.817 1.953 1.281 -0.2 0.6 0.4
O 3.279 0.687 0.887 0.1 -0.3 -0.1
C 1.370 2.174 0.836 0.2 -0.6 -0.2
O 0.965 3.446 1.292 0.0 0.3 0.2
C 1.775 -0.267 -1.604 -0.6 0.2 -0.2
O 3.042 -0.056 -1.910 0.2 -0.2 -0.1
C 1.336 -1.701 -1.729 -0.1 0.0 0.3
O 2.077 -2.408 -2.678 0.0 -0.1 -0.2
C 1.464 -2.377 -0.312 0.4 -0.4 -0.3
O 0.946 -1.487 0.648 0.2 0.0 0.4
C 0.794 -2.085 1.931 -0.1 0.0 0.7
C 0.092 -1.079 2.853 0.4 -0.4 -0.2
O -1.210 -0.772 2.453 -0.4 0.1 -0.3
C 2.172 -2.483 2.476 0.2 0.0 -0.7
O 2.003 -3.147 3.698 0.0 -0.2 0.3
C 2.888 -3.380 1.459 -0.4 0.4 -0.3
O 4.188 -3.615 1.934 0.3 0.0 0.1
C 2.914 -2.746 0.058 -0.3 0.2 0.5
O 3.486 -3.701 -0.793 0.2 -0.2 -0.2
C -0.144 -1.809 -2.075 0.1 0.2 -0.1
O -0.462 -2.750 -2.822 -0.1 0.0 0.0
C -1.041 -0.901 -1.452 -0.6 -0.3 -0.1
C -2.425 -1.153 -1.551 0.5 -0.1 -0.1
O -2.869 -2.152 -2.288 0.1 0.0 0.0
C -3.418 -0.372 -0.877 -0.9 0.1 0.1
C -4.738 -0.650 -0.983 0.9 -0.2 -0.3
C -5.809 0.062 -0.343 -0.5 0.3 0.3
C -5.595 1.088 0.587 -0.1 -0.2 -0.2
C -6.655 1.743 1.172 -0.1 0.1 0.1
C -7.967 1.397 0.846 0.4 -0.3 -0.2
O -9.033 2.016 1.395 -0.2 0.1 0.1
C -8.197 0.374 -0.075 -0.3 0.3 0.3
C -7.135 -0.280 -0.652 0.4 0.1 0.1
H 0.469 2.726 -1.040 0.2 -0.1 0.1
H 2.417 4.310 -0.497 0.1 -0.1 0.0
H 3.823 4.302 -2.579 0.0 -0.1 0.1
H 5.014 3.278 -1.740 -0.1 0.0 0.0
H 4.963 5.095 -0.135 -0.1 0.1 -0.1
H 4.711 2.585 0.514 -0.1 0.0 0.0
H 3.033 4.459 1.771 0.0 0.0 0.0
H 2.869 2.059 2.377 0.0 0.1 -0.2
H 2.578 0.035 1.029 0.0 0.0 0.0
H 0.737 1.400 1.284 0.1 0.1 -0.1
H 0.008 3.505 1.197 0.0 0.0 0.0
H 3.252 0.886 -1.729 -0.2 -0.1 0.0
H 1.429 -2.949 -3.173 0.1 0.1 0.1
H 0.871 -3.308 -0.332 0.0 0.1 0.0
H 0.166 -2.983 1.847 0.0 0.1 0.0
H 0.018 -1.538 3.841 0.1 0.1 -0.1
H 0.713 -0.175 2.930 0.1 0.0 0.1
H -1.193 -0.263 1.627 0.0 0.0 0.1
H 2.785 -1.577 2.617 -0.1 0.0 -0.1
H 2.854 -3.547 3.920 -0.1 0.0 0.0
H 2.341 -4.336 1.383 0.0 0.2 0.0
H 4.687 -4.012 1.209 0.0 -0.1 0.1
H 3.522 -1.828 0.079 -0.1 -0.1 0.1
H 3.405 -3.366 -1.701 0.0 -0.1 0.2
H -2.094 -2.629 -2.696 0.0 0.2 0.1
H -3.056 0.445 -0.278 0.0 0.0 0.0
H -5.034 -1.482 -1.609 0.0 -0.1 0.0
H -4.590 1.363 0.861 0.1 0.1 0.1
H -6.475 2.530 1.893 0.0 0.1 0.1
H -8.747 2.696 2.018 0.0 -0.1 -0.1
H -9.216 0.116 -0.315 -0.1 0.0 0.0
H -7.322 -1.071 -1.364 0.0 -0.1 -0.1
```
Forces are in eV/Å.

Atom charges from the Löwdin analysis, given in e for atoms 1 to 6:
1. O 0.0289
2. C -0.2944
3. C -0.0194
4. C -0.1647
5. O -0.0566
6. C -0.2413

***

2.
C3H10NO | ωB97M-V/def2-TZVPD

## Properties
orbital gap = 11.435 eV
relative energy (zero: lowest compared OMol25 entry of this formula, charge and spin) = 17.49 kcal/mol
HOMO energy = -14.7 eV
charge = +1
LUMO level = -3.30 eV

XYZ file:
```
15
Properties=species:S:1:pos:R:3:forces:R:3
C 0.250 2.153 -0.950 -0.2 -0.6 -0.3
N -0.589 1.993 0.307 -1.1 0.2 -1.8
H 0.941 2.995 -0.835 -0.5 -0.1 -0.2
H 0.835 1.245 -1.064 0.1 0.0 0.2
H -0.405 2.208 -1.827 0.2 0.4 0.3
H -0.049 2.525 0.983 -0.3 -1.0 1.1
H -0.891 0.928 0.394 1.8 1.8 0.6
H -1.460 2.510 0.183 0.1 0.2 0.0
O -0.015 -0.436 0.440 0.0 -0.9 0.3
C 0.014 -1.485 -0.180 0.1 -0.5 -0.5
C 0.463 -2.805 0.378 -0.3 0.4 0.4
H -0.367 -1.470 -1.216 0.1 -0.2 0.0
H 1.491 -3.096 0.187 0.3 0.3 -0.5
H -0.161 -3.620 0.001 0.0 0.2 0.1
H 0.411 -2.708 1.455 -0.2 -0.2 0.3
```
Forces are in eV/Å.

Atom charges from the Löwdin analysis, given in e for atoms 1 to 6:
1. C -0.0186
2. N 0.1041
3. H 0.1056
4. H 0.0777
5. H 0.1058
6. H 0.1570

***

3.
C18H18N2O3S | ωB97M-V/def2-TZVPD

## Properties
orbital gap = 8.494 eV
relative energy (zero: lowest compared OMol25 entry of this formula, charge and spin) = 29.60 kcal/mol
HOMO energy = -8.4 eV
LUMO level = 0.09 eV

XYZ file:
```
42
Properties=species:S:1:pos:R:3:forces:R:3
C 0.438 2.771 0.352 0.0 0.0 -0.1
O 1.074 1.810 1.155 0.2 -0.2 0.3
C 2.468 1.750 0.939 0.2 -0.1 0.1
C 3.039 0.643 1.824 0.0 0.4 -0.2
N 2.452 -0.626 1.469 -0.3 0.2 0.2
C 3.102 -1.538 0.720 -0.5 -0.3 0.1
O 4.290 -1.510 0.489 0.4 -0.1 -0.2
C 2.198 -2.673 0.203 0.6 -0.1 -0.1
N 0.893 -2.196 -0.151 -0.1 -0.1 0.0
C -0.284 -2.547 0.424 -0.6 0.1 0.1
C -1.315 -1.780 -0.066 0.4 -0.4 0.1
C -2.710 -1.936 0.354 0.1 -0.3 0.1
O -3.172 -3.014 0.688 0.0 0.1 0.0
C -3.509 -0.710 0.398 -0.7 0.2 0.1
C -3.092 0.584 0.579 0.0 -0.5 0.0
C -4.161 1.492 0.676 -0.2 0.1 0.0
C -5.373 0.878 0.571 0.0 -0.4 0.0
S -5.239 -0.817 0.375 0.5 0.4 0.0
C -0.734 -0.902 -1.042 0.4 -0.1 0.0
C -1.236 0.051 -1.928 0.0 0.1 -0.1
C -0.356 0.704 -2.763 -0.1 0.1 -0.1
C 1.013 0.425 -2.746 0.1 0.0 0.0
C 1.535 -0.532 -1.902 0.1 0.0 0.0
C 0.650 -1.195 -1.062 -0.4 0.3 -0.3
H -0.612 2.774 0.638 0.0 0.1 -0.1
H 0.861 3.769 0.519 0.0 0.0 0.0
H 0.527 2.519 -0.712 0.0 0.0 0.0
H 2.936 2.713 1.191 0.0 -0.1 0.0
H 2.674 1.528 -0.119 0.0 0.0 0.1
H 4.118 0.564 1.682 -0.1 0.1 0.1
H 2.814 0.861 2.871 0.1 0.0 0.0
H 1.445 -0.653 1.529 0.0 -0.1 -0.1
H 2.106 -3.434 0.982 0.0 0.1 -0.1
H 2.697 -3.124 -0.662 0.0 0.1 0.2
H -0.334 -3.313 1.174 0.0 -0.2 0.1
H -2.057 0.862 0.659 0.2 0.0 0.0
H -4.038 2.551 0.817 0.0 0.2 0.0
H -6.344 1.331 0.600 -0.2 0.1 0.0
H -2.292 0.271 -1.961 -0.1 0.0 0.0
H -0.729 1.449 -3.450 0.0 0.1 -0.1
H 1.669 0.962 -3.414 0.1 0.0 0.0
H 2.590 -0.761 -1.898 0.1 0.0 0.0
```
Forces are in eV/Å.

Atom charges from the Löwdin analysis, given in e for atoms 1 to 6:
1. C -0.1010
2. O -0.1927
3. C -0.2119
4. C -0.1331
5. N 0.0839
6. C -0.4932

***

4.
C28H54NO4 | ωB97M-V/def2-TZVPD

## Properties
orbital gap = 6.875 eV
HOMO energy = -4.3 eV
charge = -1
LUMO level = 2.57 eV

XYZ file:
```
87
Properties=species:S:1:pos:R:3:forces:R:3
C -2.226 -2.028 6.067 -0.3 -0.1 0.4
C -2.886 -3.404 6.204 -0.4 0.7 0.4
C -4.336 -3.355 5.684 0.5 -0.6 -0.5
C -4.540 -3.730 4.187 0.4 0.4 0.3
C -3.270 -3.818 3.322 -0.7 -0.5 -0.4
C -2.750 -5.257 3.279 0.0 0.3 -0.4
C -1.434 -5.444 2.535 0.3 -0.4 0.6
C -0.270 -4.615 3.098 -0.3 -0.5 -0.4
C 1.063 -5.102 2.511 -0.2 -0.2 -0.4
C 1.496 -4.266 1.308 0.1 0.6 0.9
C 2.041 -2.871 1.729 -0.1 -0.8 -0.3
C 3.415 -2.565 1.127 0.3 0.9 0.3
C 3.607 -1.077 0.763 -0.6 -1.0 -0.1
C 2.635 -0.678 -0.349 0.6 0.6 0.4
C 3.024 0.635 -1.057 -0.7 -0.1 0.3
C 1.752 1.468 -1.262 0.4 -1.3 -0.6
C 0.797 0.616 -2.166 -1.0 -0.9 -0.8
O 1.306 0.026 -3.166 -0.2 0.7 0.9
O -0.423 0.564 -1.821 0.9 0.2 0.0
N 2.025 2.801 -1.803 -0.2 0.0 0.0
C 2.605 2.730 -3.142 0.6 0.6 -0.2
C 3.158 4.089 -3.620 -0.2 -0.1 -0.2
C 2.253 4.850 -4.595 0.7 0.1 0.0
C 1.958 4.128 -5.908 -1.1 0.3 -0.3
C 0.582 4.573 -6.416 -0.1 0.0 -0.1
C 0.814 3.607 -1.906 -0.6 0.1 0.2
C -0.147 3.484 -0.735 -0.1 0.2 0.6
C -1.293 4.537 -0.694 0.8 -0.2 0.2
C -1.493 5.381 -1.939 -1.0 0.5 0.6
O -1.809 4.656 -3.139 0.5 -0.5 0.3
C -2.676 3.617 -2.976 -1.1 -0.4 0.3
C -2.272 2.353 -3.682 0.1 0.5 -0.5
O -3.718 3.708 -2.354 1.0 0.3 -0.3
H -2.375 -1.590 5.084 0.3 0.0 -0.2
H -2.730 -1.363 6.770 -0.1 0.1 0.0
H -1.181 -2.021 6.363 0.2 -0.1 -0.3
H -2.947 -3.601 7.275 0.1 -0.2 0.1
H -2.297 -4.208 5.775 0.0 0.0 -0.2
H -4.927 -4.043 6.285 -0.3 0.1 0.1
H -4.697 -2.341 5.838 -0.2 0.0 0.2
H -5.225 -3.008 3.748 -0.1 0.0 -0.1
H -5.033 -4.698 4.126 -0.1 -0.1 0.0
H -3.576 -3.578 2.302 0.2 0.2 -0.1
H -2.511 -3.090 3.586 0.1 0.0 0.2
H -3.501 -5.857 2.760 -0.2 0.0 0.0
H -2.700 -5.673 4.285 0.2 0.0 0.1
H -1.547 -5.298 1.461 -0.1 0.3 -0.1
H -1.158 -6.495 2.649 0.0 -0.1 -0.1
H -0.290 -4.725 4.183 0.0 0.2 0.1
H -0.458 -3.574 2.839 0.3 0.2 0.2
H 0.906 -6.120 2.150 0.0 -0.2 0.1
H 1.842 -5.174 3.270 0.1 0.2 0.0
H 2.267 -4.780 0.740 -0.1 -0.2 -0.2
H 0.603 -4.124 0.702 0.1 -0.1 -0.4
H 2.134 -2.878 2.816 0.0 0.2 0.1
H 1.296 -2.126 1.468 0.1 0.2 0.0
H 4.170 -2.811 1.877 0.1 -0.3 -0.1
H 3.621 -3.148 0.231 -0.1 -0.2 -0.1
H 3.400 -0.508 1.671 0.2 0.4 0.0
H 4.644 -0.928 0.466 0.1 0.2 0.0
H 2.560 -1.470 -1.090 -0.1 -0.1 -0.1
H 1.657 -0.551 0.108 -0.3 -0.1 -0.1
H 3.721 1.217 -0.451 0.2 0.0 -0.1
H 3.440 0.353 -2.018 0.3 0.3 -0.1
H 1.281 1.486 -0.282 -0.1 0.7 0.0
H 1.881 2.359 -3.872 -0.2 -0.1 0.0
H 3.436 2.035 -3.177 -0.1 -0.2 0.3
H 3.391 4.715 -2.759 0.0 0.0 0.2
H 4.109 3.914 -4.127 0.1 0.0 -0.1
H 1.329 5.149 -4.107 -0.2 -0.2 0.0
H 2.750 5.789 -4.858 0.0 0.1 0.1
H 1.911 3.046 -5.808 0.3 -0.1 0.2
H 2.677 4.370 -6.691 0.4 -0.1 0.2
H -0.207 4.216 -5.757 0.0 -0.1 0.1
H 0.504 5.661 -6.432 0.0 0.1 -0.1
H 0.363 4.198 -7.417 0.0 0.0 -0.1
H 1.077 4.662 -1.989 0.4 0.1 0.0
H 0.262 3.374 -2.823 0.1 -0.1 -0.1
H 0.446 3.601 0.176 0.0 0.1 0.1
H -0.590 2.496 -0.655 0.1 -0.2 -0.4
H -2.209 4.056 -0.372 -0.2 0.0 -0.2
H -1.055 5.241 0.106 0.0 0.3 -0.1
H -0.604 5.980 -2.098 0.2 -0.2 -0.6
H -2.299 6.095 -1.755 -0.1 0.0 0.1
H -2.705 2.414 -4.682 -0.1 -0.2 -0.1
H -1.200 2.261 -3.814 0.1 0.0 0.2
H -2.642 1.483 -3.159 -0.1 -0.1 0.1
```
Forces are in eV/Å.

Atom charges from the Löwdin analysis, given in e for atoms 1 to 6:
1. C -0.1124
2. C -0.2622
3. C -0.1974
4. C -0.1899
5. C -0.2100
6. C -0.2280

***

5.
C37H29CrN8O6S | ωB97M-V/def2-TZVPD

## Properties
expectation value of S² = 0.758
orbital gap (alpha / beta) = 7.434 / 7.647 eV
relative energy (zero: lowest compared OMol25 entry of this formula, charge and spin) = 0.00 kcal/mol
HOMO energy (alpha / beta) = -8.0 / -7.9 eV
LUMO level (alpha / beta) = -0.55 / -0.28 eV
multiplicity = 2

XYZ file:
```
82
Properties=species:S:1:pos:R:3:forces:R:3
Cr -0.476 -0.195 -0.200 0.1 0.0 0.0
C 0.710 2.157 1.139 0.0 -0.1 0.0
N -0.168 1.027 1.487 0.0 0.0 0.0
C 0.261 0.230 2.648 0.0 -0.1 0.0
C -0.093 -1.201 2.397 0.1 0.0 0.0
N -0.574 -1.625 1.240 -0.1 0.0 0.1
C -0.710 -3.009 1.371 0.0 0.0 -0.1
C -1.160 -3.976 0.477 0.0 0.0 0.0
C -1.108 -5.293 0.893 0.0 0.0 0.0
C -0.620 -5.648 2.158 0.0 0.0 0.0
C -0.190 -4.693 3.059 0.0 0.0 0.0
C -0.262 -3.372 2.640 0.0 0.0 0.0
N 0.077 -2.188 3.287 0.1 -0.1 -0.1
C 0.348 2.547 -0.256 0.1 0.0 0.0
N -0.267 1.710 -1.052 -0.1 0.0 0.0
C -0.398 2.354 -2.274 0.0 0.0 0.0
C -0.971 1.916 -3.464 0.0 0.0 0.0
C -0.953 2.792 -4.531 0.0 0.0 0.0
C -0.382 4.069 -4.423 0.0 0.0 0.0
C 0.187 4.513 -3.245 0.0 0.0 0.0
C 0.166 3.626 -2.175 0.0 0.0 0.0
N 0.629 3.721 -0.867 0.0 0.0 0.0
H 1.745 1.789 1.169 0.0 0.0 0.0
H 0.615 2.999 1.831 0.0 0.0 0.0
H -1.126 1.348 1.609 0.0 0.0 0.0
H -0.180 0.584 3.582 0.0 0.0 0.0
H 1.345 0.284 2.727 0.1 0.0 0.0
H -1.543 -3.711 -0.497 0.0 0.0 0.0
H -1.449 -6.071 0.223 0.0 0.0 0.0
H -0.577 -6.693 2.433 0.0 0.0 0.0
H 0.202 -4.954 4.032 0.0 0.0 0.0
H 0.776 -2.148 4.039 -0.1 0.1 0.0
H -1.412 0.931 -3.536 0.0 0.0 0.0
H -1.388 2.490 -5.475 0.0 0.0 0.0
H -0.389 4.723 -5.284 0.0 0.0 0.0
H 0.626 5.498 -3.165 0.0 0.0 0.0
H 1.119 4.495 -0.455 0.0 0.0 0.0
O -5.096 -2.173 -2.180 0.0 0.0 0.0
C -5.486 -1.284 -1.253 0.0 0.0 0.0
C -6.856 -1.173 -1.010 0.0 0.0 0.0
C -7.330 -0.281 -0.072 0.0 0.0 0.0
C -6.452 0.527 0.650 0.0 0.0 0.0
C -5.098 0.421 0.412 0.0 0.0 0.0
C -4.591 -0.475 -0.532 0.1 0.0 0.0
C -3.133 -0.546 -0.737 -0.1 0.0 -0.1
O -2.367 0.231 -0.039 0.0 0.0 0.0
N -2.662 -1.381 -1.631 0.0 0.1 0.0
N -1.273 -1.333 -1.645 0.0 -0.1 -0.2
C -0.673 -2.033 -2.534 0.1 0.0 0.1
C 0.771 -2.124 -2.625 -0.1 0.0 0.0
C 1.331 -2.981 -3.581 0.0 0.0 0.0
C 2.696 -3.139 -3.683 0.0 0.0 0.0
C 3.528 -2.431 -2.817 0.1 0.0 0.0
C 3.005 -1.569 -1.874 -0.1 0.0 0.0
C 1.622 -1.400 -1.768 0.2 -0.1 0.0
O 1.165 -0.535 -0.868 -0.2 0.2 0.1
H -4.113 -2.136 -2.237 0.0 0.0 0.0
H -7.525 -1.807 -1.577 0.0 0.0 0.0
H -8.396 -0.211 0.103 0.0 0.0 0.0
H -6.827 1.226 1.384 0.0 0.0 0.0
H -4.394 1.036 0.955 0.0 0.0 0.0
H -1.280 -2.614 -3.226 0.0 0.0 0.0
H 0.666 -3.530 -4.238 0.0 0.0 0.0
H 3.116 -3.809 -4.420 0.0 0.0 0.0
H 4.601 -2.556 -2.881 0.0 0.0 0.0
H 3.636 -1.015 -1.192 0.0 0.0 0.0
O 2.514 -2.265 4.670 0.1 0.0 0.0
S 3.406 -2.332 3.512 -0.1 -0.2 0.0
O 3.607 -3.650 2.973 0.0 0.0 0.0
N 2.931 -1.263 2.418 0.0 0.1 -0.1
C 3.777 -0.220 2.329 0.0 0.0 0.1
O 3.566 0.823 1.707 0.0 0.0 -0.1
C 5.033 -0.421 3.150 0.0 0.0 0.0
C 6.148 0.392 3.228 0.0 0.0 0.0
C 7.180 0.007 4.075 0.0 0.0 0.0
C 7.088 -1.160 4.831 0.0 0.0 0.0
C 5.963 -1.973 4.756 0.0 0.0 0.0
C 4.955 -1.573 3.904 0.1 0.0 0.0
H 6.200 1.298 2.639 0.0 0.0 0.0
H 8.069 0.619 4.151 0.0 0.0 0.0
H 7.905 -1.439 5.484 0.0 0.0 0.0
H 5.884 -2.882 5.337 0.0 0.0 0.0
```
Forces are in eV/Å.

Atom charges from the Löwdin analysis, given in e for atoms 1 to 6:
1. Cr 0.8385
2. C -0.0664
3. N -0.0895
4. C -0.0620
5. C -0.2707
6. N 0.0926

***

6.
C20H10F5NO5 | ωB97M-V/def2-TZVPD

## Properties
orbital gap = 6.407 eV
HOMO energy = -8.6 eV
LUMO level = -2.15 eV

XYZ file:
```
41
Properties=species:S:1:pos:R:3:forces:R:3
O 2.891 0.208 1.296 0.3 -2.8 -0.3
C 2.966 -1.000 1.085 0.2 2.8 -0.3
C 1.730 -1.837 0.618 -0.5 1.8 1.7
O 0.659 -1.038 0.041 0.6 -0.2 0.5
C 0.505 -0.958 -1.304 1.3 -0.4 -1.4
O 1.218 -1.491 -2.139 -0.8 0.4 1.6
C -0.589 -0.060 -1.728 -1.4 -2.1 4.6
C -1.815 0.277 -1.154 3.7 -6.5 4.5
C -2.449 1.154 -1.942 -2.2 3.6 -2.8
N -1.726 1.452 -2.923 -2.2 3.3 -3.4
C -0.528 0.797 -2.816 4.5 3.4 -5.2
O 0.423 1.191 -3.561 -2.8 -2.1 2.8
C -3.732 1.522 -1.374 -2.0 0.8 -0.1
C -4.829 2.362 -1.703 2.7 -0.5 -2.2
C -5.885 2.480 -0.862 -2.6 1.2 3.5
C -5.905 1.830 0.409 -0.8 0.1 -1.1
C -4.959 0.820 0.620 1.6 -0.3 3.1
C -4.794 0.132 1.894 3.5 -0.8 -2.4
C -3.600 -0.643 2.093 -2.2 -0.3 0.4
C -2.597 -0.842 1.134 1.2 -0.1 -1.0
C -2.738 -0.081 -0.033 3.9 -2.0 1.4
C -3.804 0.729 -0.183 -3.5 2.3 -2.2
O 4.127 -1.729 1.241 0.5 1.0 0.2
C 5.344 -1.023 1.762 -1.3 1.9 1.0
C 6.106 -0.038 0.778 1.0 -0.5 -2.1
F 5.595 1.209 0.612 0.3 -1.4 0.3
F 7.430 0.101 1.184 -1.6 -0.1 0.3
C 6.257 -0.810 -0.675 1.2 -1.8 -0.6
F 6.602 -2.122 -0.398 -1.3 0.9 0.6
F 7.330 -0.576 -1.579 -2.6 1.5 1.7
F 5.053 -0.782 -1.290 1.6 0.2 0.2
H 1.310 -2.177 1.583 0.1 -0.1 -0.5
H 1.972 -2.650 0.019 0.6 -1.3 -1.2
H -4.877 2.972 -2.641 0.5 -0.8 0.9
H -6.670 3.274 -1.064 1.0 -1.2 0.2
H -6.599 2.013 1.282 0.5 0.0 -1.6
H -5.408 0.328 2.704 -1.4 0.0 1.3
H -3.518 -1.251 2.999 -0.1 0.6 0.0
H -1.683 -1.531 1.309 -1.8 1.4 -0.3
H 6.105 -1.762 1.952 -0.3 -0.6 0.1
H 5.079 -0.447 2.753 0.5 -1.0 -2.1
```
Forces are in eV/Å.

Atom charges from the Löwdin analysis, given in e for atoms 1 to 6:
1. O 0.1217
2. C -0.3761
3. C -0.0111
4. O 0.0165
5. C -0.3818
6. O 0.1439